Record 1
Computed, not measured: a molecular structure, C18H28HgNO17S3, with ωB97M-V/def2-TZVPD.

The geometry in ORCA input format:
```
! RIJCOSX wB97M-V def2-TZVPD def2/J DEFGRID3
* xyz 1 1
Hg -1.40 13.05 2.69
C -3.08 17.09 0.57
C -1.94 16.35 1.36
O -2.12 14.94 1.45
H -4.10 17.08 0.98
H -3.21 16.73 -0.45
H -2.73 18.11 0.48
H -1.71 16.80 2.33
H -0.99 16.64 0.90
C -3.17 20.94 -2.51
C -2.73 21.14 -1.09
O -2.42 22.50 -0.87
S -2.46 23.37 -2.27
O -1.11 23.37 -2.85
O -3.17 24.62 -2.11
O -3.50 22.28 -3.00
H -4.17 20.57 -2.73
H -2.45 20.34 -3.05
H -1.90 20.47 -0.85
H -3.49 20.75 -0.41
C -5.54 14.31 -1.00
C -4.98 13.09 -1.64
O -5.75 12.60 -2.67
S -7.17 13.50 -2.94
O -8.28 12.78 -2.36
O -7.22 14.10 -4.31
O -6.63 14.76 -1.85
H -4.87 15.17 -0.96
H -6.01 14.18 -0.02
H -4.75 12.23 -1.01
H -3.99 13.23 -2.07
C -7.01 19.30 3.02
C -8.17 18.41 3.60
O -8.81 17.93 2.46
S -7.68 17.62 1.30
O -7.88 18.15 -0.02
O -7.40 16.20 1.21
O -6.47 18.41 2.05
H -6.45 19.76 3.83
H -7.56 20.01 2.40
H -8.90 18.83 4.28
H -7.84 17.65 4.31
C -3.91 16.85 -4.40
C -3.74 15.94 -3.41
C -2.53 15.74 -2.83
C -1.52 16.67 -3.10
C -1.64 17.55 -4.16
C -2.85 17.71 -4.77
N -0.28 16.55 -2.32
O 0.16 17.65 -1.79
O 0.24 15.51 -2.34
H -4.73 16.76 -5.10
H -4.62 15.35 -3.22
H -2.37 14.94 -2.13
H -0.84 18.17 -4.54
H -2.98 18.38 -5.60
O -1.60 14.71 4.35
C -1.04 15.50 5.13
O -1.12 15.33 6.43
C -0.60 16.47 7.05
C 0.40 17.10 6.12
C -0.24 16.82 4.76
H 0.03 16.14 7.88
H -1.44 17.11 7.34
H 1.40 16.70 6.22
H 0.28 18.16 6.33
H 0.49 16.38 4.08
H -0.92 17.51 4.26
*
```

- LUMO: -7.99 eV
- Gap between HOMO and LUMO: 3.99 eV
- E: -3383.789384 hartree
- Energy above the lowest of the compared OMol25 structures with the same formula, charge and spin: 101.2 kcal per mole

=====

Record 2
Computed, not measured: a molecular structure, C3H2NO3, with ωB97M-V/def2-TZVPD.

The geometry in ORCA input format:
```
! RIJCOSX wB97M-V def2-TZVPD def2/J DEFGRID3
* xyz -1 1
C 1.23 0.50 0.14
C -1.37 0.19 0.07
C 0.07 -0.27 0.41
N 1.06 -0.58 -0.63
O -1.44 0.34 -1.16
O 2.00 1.39 0.49
O -2.21 0.33 1.00
H -0.08 -1.31 1.40
H 0.76 -0.59 -1.72
*
```

- LUMO: 4.10 eV
- Gap between HOMO and LUMO: 8.84 eV
- E: -395.972644 hartree
- Energy above the lowest of the compared OMol25 structures with the same formula, charge and spin: 64.7 kcal per mole

=====

Record 3
Computed, not measured: a single C23H33N3O4 molecule, with ωB97M-V/def2-TZVPD.

The geometry in ORCA input format:
```
! RIJCOSX wB97M-V def2-TZVPD def2/J DEFGRID3
* xyz 0 1
C 3.44 0.10 -2.90
H 3.06 -0.89 -3.14
H 4.24 -0.01 -2.17
H 3.83 0.56 -3.80
C 2.32 0.97 -2.33
C 2.85 2.35 -1.96
H 3.23 2.85 -2.84
H 3.66 2.26 -1.23
H 2.06 2.95 -1.52
C 1.15 1.09 -3.31
H 1.48 1.60 -4.20
H 0.78 0.10 -3.59
H 0.34 1.65 -2.86
O 1.87 0.43 -1.06
C 1.29 -0.77 -1.00
O 1.13 -1.53 -1.94
N 0.84 -1.07 0.24
C 0.16 -2.35 0.44
C 0.21 -2.79 1.91
C 1.50 -2.41 2.57
C 2.23 -3.27 3.38
C 3.40 -2.83 3.97
C 3.85 -1.54 3.76
C 3.13 -0.68 2.94
C 1.96 -1.11 2.36
C 1.13 -0.28 1.42
H 1.65 0.63 1.12
H 0.18 -0.01 1.90
H 3.49 0.32 2.76
H 4.77 -1.20 4.22
H 3.96 -3.50 4.61
H 1.88 -4.28 3.54
H -0.62 -2.30 2.43
H 0.04 -3.87 1.96
C -1.29 -2.11 -0.01
O -2.17 -1.78 0.78
N -1.47 -2.24 -1.33
H -0.64 -2.30 -1.91
C -2.70 -1.83 -1.98
H -3.54 -2.12 -1.35
H -2.76 -2.32 -2.95
C -2.70 -0.30 -2.19
O -2.57 0.21 -3.28
N -2.83 0.37 -1.03
H -2.90 -0.16 -0.17
C -2.73 1.81 -0.93
C -3.92 2.36 -0.14
C -3.96 1.82 1.29
C -2.55 1.62 1.87
C -1.56 2.58 1.20
C -1.40 2.23 -0.28
H -0.69 1.42 -0.40
H -1.00 3.10 -0.81
H -0.59 2.52 1.70
H -1.93 3.60 1.31
H -2.21 0.59 1.71
H -2.56 1.79 2.95
H -4.51 2.52 1.91
H -4.49 0.87 1.32
H -4.85 2.10 -0.66
H -3.84 3.44 -0.13
H -2.77 2.17 -1.96
H 0.64 -3.09 -0.21
*
```

- LUMO: 0.67 eV
- Gap between HOMO and LUMO: 9.89 eV
- E: -1361.563575 hartree
- SMILES string: CC(C)(C)OC(=O)N1Cc2ccccc2C[C@H]1C(=O)NCC(=O)NC1CCCCC1
- Energy above the lowest of the compared OMol25 structures with the same formula, charge and spin: 2.5 kcal per mole